1.
26
Properties=species:S:1:pos:R:3 method="wB97M-V/def2-TZVPD" spin_multiplicity=1 relative_energy_ev=2.792 e_homo_ha=-0.2468 charge=-1 lumo_energy_ev=2.922
O -7.78 -53.83 1.71
H -7.22 -53.22 1.45
O -7.35 -53.96 -0.94
H -7.61 -54.00 0.03
H -8.11 -53.86 -1.30
O -7.38 -50.97 -0.30
H -7.33 -50.93 0.64
H -7.26 -51.90 -0.55
O -7.83 -54.79 4.23
H -7.51 -54.19 4.78
H -7.99 -54.37 3.40
O -5.87 -51.07 4.27
H -6.51 -51.30 3.59
H -5.74 -50.12 4.51
O -10.34 -54.51 1.74
H -9.50 -54.18 1.78
H -10.65 -54.58 2.68
O -7.36 -56.37 1.15
H -7.46 -56.25 0.27
H -7.47 -55.44 1.49
O -7.76 -51.23 2.52
H -8.48 -50.68 2.46
H -8.02 -52.17 2.46
O -5.31 -54.19 1.72
H -4.88 -53.39 2.15
H -6.34 -54.10 1.82


2.
26
Properties=species:S:1:pos:R:3 method="wB97M-V/def2-TZVPD" spin_multiplicity=1 relative_energy_ev=2.459 e_homo_ha=-0.5437 charge=+1 lumo_energy_ev=-3.315
N 18.22 5.39 22.13
H 17.77 4.74 21.55
H 19.13 4.92 22.16
H 17.84 5.34 23.09
H 18.04 6.33 21.73
O 19.70 7.52 20.47
H 19.65 6.84 19.79
H 19.19 8.20 20.08
O 19.27 4.20 19.65
H 19.19 3.49 18.96
H 18.45 4.57 19.39
O 16.02 6.98 23.07
H 15.28 7.29 23.56
H 15.65 6.39 22.43
O 15.98 4.19 24.14
H 15.81 3.45 24.71
H 15.17 4.64 24.04
O 19.38 2.54 22.11
H 19.68 2.43 21.22
H 19.28 1.65 22.37
O 14.85 5.60 21.10
H 14.04 5.99 20.74
H 15.46 5.89 20.44
O 16.56 3.93 19.07
H 15.72 3.76 19.49
H 16.23 4.32 18.24


3.
27
Properties=species:S:1:pos:R:3 method="wB97M-V/def2-TZVPD" spin_multiplicity=1 relative_energy_ev=2.764 e_homo_ha=-0.3842 charge=0 lumo_energy_ev=0.038
O -1.31 -2.51 -0.09
H -1.04 -3.04 -0.83
H -1.13 -2.97 0.76
O -1.95 -0.27 -2.75
H -2.87 -0.04 -3.02
H -1.56 0.44 -2.27
O 1.40 2.71 -0.70
H 1.66 3.48 -1.22
H 0.80 2.36 -1.31
O 1.09 -0.02 -2.21
H 0.52 0.20 -1.39
H 1.50 0.80 -2.44
O 3.30 0.91 -0.07
H 2.57 1.49 -0.20
H 3.04 0.32 0.65
O -0.35 0.16 0.24
H -0.48 -0.78 0.16
H 0.13 0.17 1.05
O -0.03 -1.17 3.04
H 0.64 -1.71 3.46
H 0.39 -0.37 2.75
O 1.46 1.11 2.33
H 2.42 1.36 2.41
H 0.99 1.80 2.73
O -3.98 -1.68 -0.29
H -4.17 -0.84 -0.71
H -3.04 -1.87 -0.09


4.
27
Properties=species:S:1:pos:R:3 method="wB97M-V/def2-TZVPD" spin_multiplicity=1 relative_energy_ev=3.357 e_homo_ha=-0.4141 charge=0 lumo_energy_ev=-0.293
H -0.08 0.91 0.33
H 0.38 0.09 1.52
H -0.47 -2.53 -2.69
H -0.51 -1.19 -1.98
H 1.38 3.53 -0.44
H 2.78 4.09 -0.65
H 0.59 -3.34 2.79
H 0.69 -1.83 2.64
H -2.44 4.30 -0.87
H -2.36 4.63 -2.35
H -1.60 -3.92 1.36
H -2.55 -5.00 0.87
H -0.06 -3.45 0.07
H -0.51 -2.36 -0.89
H 0.88 1.62 -2.90
H -0.40 2.38 -2.56
H 2.43 2.48 1.98
H 1.12 2.02 2.59
O 0.00 0.00 0.64
O -0.51 -1.58 -2.86
O 2.21 3.73 0.03
O 1.21 -2.61 2.88
O -2.87 4.12 -1.71
O -2.36 -4.44 1.63
O 0.26 -2.89 -0.65
O 0.12 1.60 -2.31
O 2.04 1.76 2.49


Repeat the fourth record exactly.
27
Properties=species:S:1:pos:R:3 method="wB97M-V/def2-TZVPD" spin_multiplicity=1 relative_energy_ev=3.357 e_homo_ha=-0.4141 charge=0 lumo_energy_ev=-0.293
H -0.08 0.91 0.33
H 0.38 0.09 1.52
H -0.47 -2.53 -2.69
H -0.51 -1.19 -1.98
H 1.38 3.53 -0.44
H 2.78 4.09 -0.65
H 0.59 -3.34 2.79
H 0.69 -1.83 2.64
H -2.44 4.30 -0.87
H -2.36 4.63 -2.35
H -1.60 -3.92 1.36
H -2.55 -5.00 0.87
H -0.06 -3.45 0.07
H -0.51 -2.36 -0.89
H 0.88 1.62 -2.90
H -0.40 2.38 -2.56
H 2.43 2.48 1.98
H 1.12 2.02 2.59
O 0.00 0.00 0.64
O -0.51 -1.58 -2.86
O 2.21 3.73 0.03
O 1.21 -2.61 2.88
O -2.87 4.12 -1.71
O -2.36 -4.44 1.63
O 0.26 -2.89 -0.65
O 0.12 1.60 -2.31
O 2.04 1.76 2.49